[1]
C42H48AlN6O15S | ωB97M-V/def2-TZVPD

Each line ends with the Löwdin charge.
CARTESIAN COORDINATES (ANGSTROEM)
C (4.93, -5.22, 1.70)  0.08
C (4.91, -4.43, 0.79)  -0.15
C (4.78, -3.41, -0.28)  -0.21
C (3.32, -2.90, -0.31)  -0.27
C (2.80, -2.54, -1.75)  -0.21
Al (2.11, -0.62, -1.90)  0.25
N (1.82, -0.34, -3.79)  -0.08
C (0.31, -0.33, -1.03)  -0.22
C (-0.73, -1.36, -1.59)  -0.29
C (-2.06, -1.36, -0.82)  -0.22
C (-2.06, -2.05, 0.57)  -0.22
S (-0.76, -3.23, 0.88)  0.59
O (0.46, -2.57, 1.17)  -0.26
O (-0.71, -4.27, -0.09)  -0.28
O (-1.27, -3.91, 2.28)  -0.19
C (3.59, 0.70, -1.36)  -0.19
C (3.81, 0.93, 0.15)  -0.26
O (2.62, 0.78, 0.98)  -0.07
C (2.00, 1.96, 1.09)  -0.36
O (1.35, 2.49, 0.23)  0.08
H (4.69, -5.85, 2.52)  0.00
H (5.45, -2.59, 0.02)  0.10
H (5.11, -3.85, -1.22)  0.10
H (3.16, -2.04, 0.34)  0.08
H (2.69, -3.70, 0.09)  0.08
H (3.63, -2.70, -2.45)  0.03
H (2.02, -3.26, -2.03)  0.04
H (2.31, -1.09, -4.28)  -0.05
H (2.35, 0.49, -4.05)  -0.05
H (0.31, -0.29, 0.06)  0.03
H (-0.04, 0.66, -1.37)  0.05
H (-0.96, -1.01, -2.60)  0.09
H (-0.28, -2.35, -1.73)  0.08
H (-2.31, -0.32, -0.64)  0.08
H (-2.88, -1.74, -1.43)  0.10
H (-2.99, -2.63, 0.64)  0.10
H (-2.10, -1.35, 1.41)  0.10
H (-0.57, -4.53, 2.50)  0.08
H (3.51, 1.66, -1.89)  0.04
H (4.53, 0.25, -1.73)  0.05
H (4.59, 0.28, 0.56)  0.10
H (4.18, 1.96, 0.29)  0.10
H (2.06, 2.49, 2.07)  0.14
C (-6.32, 4.39, -1.65)  -0.07
C (-5.01, 4.29, -1.20)  -0.07
C (-4.25, 3.17, -1.52)  0.00
C (-4.81, 2.18, -2.29)  -0.13
C (-6.12, 2.26, -2.74)  0.00
C (-6.88, 3.37, -2.42)  -0.07
N (-3.99, 1.01, -2.64)  -0.33
O (-2.86, 0.96, -2.20)  0.08
O (-4.49, 0.16, -3.36)  0.07
H (-6.91, 5.27, -1.41)  0.10
H (-4.57, 5.08, -0.61)  0.10
H (-3.23, 3.10, -1.17)  0.10
H (-6.55, 1.47, -3.35)  0.11
H (-7.90, 3.45, -2.78)  0.07
C (-11.05, -0.06, -6.91)  -0.07
C (-11.09, 0.19, -5.55)  -0.07
C (-10.50, 1.32, -5.02)  0.00
C (-9.86, 2.20, -5.88)  -0.14
C (-9.80, 1.97, -7.24)  0.00
C (-10.40, 0.83, -7.76)  -0.07
N (-9.25, 3.42, -5.33)  -0.33
O (-9.30, 3.58, -4.13)  0.04
O (-8.72, 4.19, -6.11)  0.09
H (-11.52, -0.94, -7.32)  0.11
H (-11.60, -0.51, -4.89)  0.11
H (-10.53, 1.51, -3.96)  0.12
H (-9.30, 2.66, -7.90)  0.12
H (-10.36, 0.64, -8.82)  0.11
C (2.48, -10.81, 4.26)  -0.07
C (2.14, -9.60, 4.87)  -0.07
C (3.12, -8.67, 5.15)  0.00
C (4.43, -8.95, 4.81)  -0.15
C (4.78, -10.14, 4.21)  0.00
C (3.80, -11.08, 3.94)  -0.07
N (5.47, -7.95, 5.09)  -0.36
O (5.13, -6.91, 5.63)  0.08
O (6.61, -8.21, 4.75)  0.08
H (1.71, -11.53, 4.04)  0.11
H (1.11, -9.39, 5.12)  0.11
H (2.86, -7.73, 5.62)  0.12
H (5.81, -10.35, 3.96)  0.12
H (4.06, -12.01, 3.47)  0.11
C (0.32, 7.06, 3.11)  -0.08
C (0.88, 6.06, 2.33)  -0.05
C (0.06, 5.09, 1.75)  0.02
C (-1.30, 5.15, 1.97)  -0.14
C (-1.87, 6.14, 2.75)  -0.01
C (-1.05, 7.10, 3.32)  -0.08
N (-2.15, 4.14, 1.34)  -0.33
O (-1.61, 3.28, 0.68)  0.10
O (-3.36, 4.21, 1.49)  0.06
H (0.96, 7.82, 3.55)  0.10
H (1.95, 6.03, 2.16)  0.10
H (0.50, 4.31, 1.14)  0.09
H (-2.94, 6.17, 2.91)  0.11
H (-1.49, 7.88, 3.93)  0.10
C (9.23, 3.15, 2.79)  -0.07
C (9.08, 4.41, 2.21)  -0.07
C (7.83, 4.97, 2.09)  -0.01
C (6.73, 4.27, 2.56)  -0.15
C (6.86, 3.02, 3.13)  0.00
C (8.12, 2.46, 3.25)  -0.06
N (5.39, 4.87, 2.45)  -0.35
O (5.30, 5.96, 1.92)  0.07
O (4.46, 4.25, 2.90)  0.07
H (10.22, 2.71, 2.89)  0.11
H (9.95, 4.94, 1.85)  0.11
H (7.71, 5.94, 1.64)  0.12
H (5.99, 2.48, 3.49)  0.12
H (8.23, 1.48, 3.69)  0.11

Properties
- 2S+1 = 1
- DFT total energy (hartree) = -3726.5041
- total charge = -1
- HOMO energy (Eh) = -0.1489



[2]
C15H50N8O10 | ωB97M-V/def2-TZVPD

Each line ends with the Löwdin charge.
CARTESIAN COORDINATES (ANGSTROEM)
N (13.54, -22.28, -9.99)  0.12
C (13.31, -22.26, -8.70)  -0.60
N (14.38, -22.61, -8.06)  0.18
O (12.03, -22.35, -8.17)  -0.09
H (12.64, -21.97, -10.54)  0.20
H (14.51, -22.07, -10.40)  0.10
H (14.24, -22.29, -7.16)  0.10
H (15.30, -22.62, -8.43)  0.09
N (13.54, -25.40, -8.46)  0.15
C (13.50, -25.88, -9.63)  -0.58
N (13.75, -24.94, -10.55)  0.15
O (13.37, -27.27, -9.83)  -0.15
H (13.51, -26.13, -7.72)  0.04
H (13.72, -24.39, -8.29)  0.10
H (13.78, -25.07, -11.59)  0.07
H (13.77, -23.90, -10.31)  0.07
N (11.08, -25.05, -7.03)  0.20
C (10.32, -26.08, -7.15)  -0.63
N (9.27, -26.04, -6.35)  0.18
O (10.53, -27.03, -8.04)  -0.05
H (10.97, -24.27, -6.52)  0.07
H (11.91, -25.02, -7.64)  0.06
H (8.56, -26.68, -6.50)  0.08
H (9.11, -25.28, -5.73)  0.10
N (13.30, -27.37, -6.82)  0.13
C (14.58, -27.55, -6.54)  -0.63
N (15.29, -28.01, -7.53)  0.19
O (15.07, -27.39, -5.29)  -0.09
H (12.69, -27.23, -5.98)  0.16
H (12.85, -27.66, -7.67)  0.09
H (16.26, -28.00, -7.28)  0.12
H (14.96, -28.00, -8.49)  0.09
C (17.45, -25.35, -10.86)  -0.09
C (17.00, -25.78, -9.52)  -0.29
O (16.29, -24.72, -8.86)  -0.12
H (17.95, -24.36, -10.78)  0.07
H (16.66, -25.23, -11.67)  0.09
H (18.16, -26.08, -11.23)  0.08
H (17.84, -25.82, -8.86)  0.12
H (16.43, -26.72, -9.59)  0.11
H (15.39, -24.59, -9.24)  0.03
C (13.05, -27.13, -12.70)  -0.08
C (13.11, -26.05, -13.74)  -0.37
O (13.36, -24.84, -13.25)  -0.10
H (12.93, -28.16, -13.14)  0.11
H (12.21, -27.04, -11.98)  0.06
H (13.98, -27.17, -12.09)  0.07
H (12.21, -26.11, -14.31)  0.11
H (14.01, -26.18, -14.46)  0.14
H (13.15, -24.18, -13.92)  0.13
C (13.78, -24.22, -5.08)  -0.10
C (14.31, -23.07, -4.30)  -0.35
O (14.86, -23.75, -3.21)  -0.08
H (13.00, -24.75, -4.51)  0.10
H (14.62, -24.92, -5.23)  0.08
H (13.43, -23.90, -6.03)  0.02
H (13.63, -22.31, -3.96)  0.11
H (15.05, -22.65, -4.96)  0.10
H (15.45, -23.18, -2.64)  0.12
C (15.55, -22.31, -12.20)  -0.10
C (16.72, -21.67, -11.47)  -0.33
O (16.63, -21.99, -10.14)  -0.09
H (15.34, -23.39, -12.00)  0.06
H (15.88, -22.32, -13.26)  0.10
H (14.64, -21.73, -12.22)  0.06
H (16.56, -20.64, -11.65)  0.10
H (17.67, -21.94, -11.97)  0.13
H (17.38, -22.60, -9.96)  0.10
C (10.19, -29.08, -10.82)  -0.07
C (9.19, -29.55, -9.75)  -0.37
O (7.89, -29.38, -10.18)  -0.07
H (9.97, -29.48, -11.82)  0.08
H (11.23, -29.17, -10.40)  0.09
H (9.90, -28.04, -10.88)  0.05
H (9.38, -28.98, -8.88)  0.07
H (9.33, -30.56, -9.57)  0.09
H (7.41, -29.95, -9.54)  0.10
C (10.71, -24.94, -10.26)  -0.17
O (11.10, -24.15, -11.33)  -0.13
H (11.17, -24.40, -9.46)  0.04
H (11.06, -25.97, -10.32)  0.06
H (9.62, -24.88, -10.30)  0.11
H (11.96, -24.47, -11.61)  0.01

Properties
- 2S+1 = 1
- energy above the lowest of the compared OMol25 structures with the same formula, charge and spin (kcal per mole) = 40.31
- SMILES = NC(N)=O.NC(N)=O.NC(N)=O.NC(N)=O.CCO.CCO.CCO.CCO.CCO.CO
- DFT total energy (hartree) = -1791.8262
- HOMO energy (Eh) = -0.3320



[3]
C22H37AuN2O4SSi | ωB97M-V/def2-TZVPD

Each line ends with the Mulliken spin population.
CARTESIAN COORDINATES (ANGSTROEM)
Au (-0.49, -0.33, 0.77)  0.31
C (0.48, 3.33, 6.81)  0.00
C (0.21, 3.29, 5.32)  0.01
C (1.12, 2.69, 4.45)  -0.01
C (0.88, 2.63, 3.09)  0.02
C (-0.30, 3.19, 2.59)  -0.01
C (-1.22, 3.79, 3.44)  0.01
C (-0.95, 3.84, 4.80)  0.00
S (-0.65, 3.06, 0.87)  0.02
O (-1.50, 4.16, 0.52)  0.00
O (0.60, 2.85, 0.20)  0.00
N (-1.50, 1.65, 0.75)  0.27
C (-2.85, 1.72, 1.07)  0.21
C (-3.66, 0.52, 0.16)  0.04
O (-4.67, 1.00, -0.30)  0.26
O (-3.06, -0.55, 0.21)  0.11
H (1.55, 3.27, 7.03)  0.00
H (0.00, 2.48, 7.31)  0.00
H (0.09, 4.24, 7.26)  0.00
H (2.04, 2.28, 4.85)  0.00
H (1.59, 2.19, 2.41)  0.00
H (-2.11, 4.25, 3.03)  0.00
H (-1.65, 4.33, 5.46)  0.00
H (-3.30, 2.69, 0.94)  0.01
H (-3.14, 1.25, 2.02)  0.04
C (-2.17, -1.44, -2.88)  0.04
C (-0.90, -0.57, -2.86)  -0.01
C (-0.26, -0.64, -4.26)  0.03
C (-1.34, 0.88, -2.61)  0.03
Si (0.33, -1.16, -1.51)  0.19
C (0.35, -3.09, -1.32)  0.09
C (1.50, -3.56, -0.42)  0.02
C (0.51, -3.80, -2.67)  0.03
C (-0.96, -3.58, -0.68)  0.04
C (2.08, -0.38, -1.66)  0.11
C (2.02, 1.06, -2.17)  0.04
C (2.77, -0.33, -0.29)  0.04
C (2.96, -1.17, -2.65)  0.04
H (-2.88, -0.98, -3.59)  0.00
H (-2.66, -1.50, -1.91)  -0.01
H (-1.97, -2.45, -3.24)  0.00
H (-1.02, -0.37, -5.00)  0.01
H (0.10, -1.64, -4.52)  -0.01
H (0.57, 0.06, -4.38)  0.00
H (-2.11, 1.15, -3.35)  0.00
H (-0.53, 1.60, -2.72)  0.00
H (-1.78, 1.02, -1.62)  -0.02
H (2.48, -3.40, -0.86)  0.00
H (1.39, -4.65, -0.26)  0.00
H (1.50, -3.09, 0.57)  0.00
H (1.42, -3.51, -3.21)  0.00
H (-0.33, -3.63, -3.34)  0.00
H (0.57, -4.88, -2.50)  0.00
H (-1.28, -2.98, 0.18)  -0.02
H (-0.83, -4.62, -0.34)  0.00
H (-1.79, -3.58, -1.38)  0.00
H (1.35, 1.69, -1.58)  -0.01
H (1.72, 1.13, -3.22)  0.00
H (3.02, 1.50, -2.09)  0.00
H (2.27, 0.38, 0.38)  -0.02
H (3.80, 0.02, -0.43)  0.00
H (2.83, -1.30, 0.21)  0.00
H (2.51, -1.28, -3.63)  -0.01
H (3.22, -2.17, -2.29)  0.00
H (3.91, -0.63, -2.77)  0.00
N (0.07, -2.66, 2.73)  0.03
C (0.20, -1.67, 2.14)  0.06
H (-0.15, -3.61, 2.97)  0.01

Properties
- 2S+1 = 3
- energy above the lowest of the compared OMol25 structures with the same formula, charge and spin (kcal per mole) = 7.64
- DFT total energy (hartree) = -2094.2287
- HOMO energy (alpha / beta) (Eh) = -0.2720 / -0.3329



[4]
C4H13O4 | ωB97M-V/def2-TZVPD

Each line ends with the natural charge from an NBO analysis.
CARTESIAN COORDINATES (ANGSTROEM)
C (-0.02, -0.58, -1.58)  -0.06
O (-1.30, 0.02, -1.43)  -0.77
C (1.24, 0.35, -1.53)  -0.42
C (1.49, 0.92, -0.07)  -0.44
C (0.15, 0.95, 0.91)  0.01
O (-0.67, -0.07, 0.81)  -0.91
H (0.15, -1.33, -0.85)  0.16
H (0.05, -1.01, -2.58)  0.13
H (-1.58, -0.49, -0.54)  0.51
H (0.92, 1.06, -2.33)  0.19
H (2.16, -0.20, -1.80)  0.19
H (2.22, 0.29, 0.38)  0.18
H (2.00, 1.93, -0.16)  0.18
H (-0.47, 1.96, 0.81)  0.11
H (0.54, 1.09, 1.92)  0.13
H (1.10, -2.39, 1.60)  0.43
H (-0.19, -1.48, 1.31)  0.51
O (0.35, -2.08, 2.06)  -1.03
H (-3.11, 0.70, 0.47)  0.44
H (-2.02, 0.01, 1.20)  0.49
O (-2.99, 0.33, 1.40)  -1.03

Properties
- 2S+1 = 1
- energy above the lowest of the compared OMol25 structures with the same formula, charge and spin (kcal per mole) = 55.82
- DFT total energy (hartree) = -461.1236
- total charge = -1
- HOMO energy (Eh) = -0.1593



[5]
C12H16N5O2PdS | ωB97M-V/def2-TZVPD

Each line ends with the natural charge from an NBO analysis.
CARTESIAN COORDINATES (ANGSTROEM)
Pd (2.39, -0.04, -0.48)  0.86
N (5.43, -1.88, 1.94)  -0.75
C (4.50, -1.12, 1.37)  0.30
S (4.48, -1.05, -0.37)  -0.13
N (3.72, -0.43, 2.16)  -0.41
N (2.78, 0.25, 1.48)  -0.14
C (2.04, 1.11, 2.08)  0.03
C (1.08, 1.87, 1.28)  0.17
C (0.04, 2.61, 1.82)  -0.23
C (-0.79, 3.31, 0.96)  -0.14
C (-0.55, 3.26, -0.41)  -0.26
C (0.51, 2.49, -0.87)  0.07
N (1.30, 1.81, -0.04)  -0.48
H (6.10, -2.37, 1.38)  0.42
H (5.53, -1.88, 2.94)  0.42
H (2.16, 1.28, 3.14)  0.23
H (-0.11, 2.63, 2.89)  0.24
H (-1.60, 3.90, 1.35)  0.24
H (-1.15, 3.83, -1.11)  0.24
H (0.73, 2.41, -1.92)  0.23
O (0.64, -0.40, -1.96)  -0.72
C (-0.21, -0.67, -1.08)  0.76
O (0.01, -1.01, 0.11)  -0.74
C (-1.68, -0.59, -1.46)  -0.16
N (-2.43, -0.72, -0.15)  -0.54
C (-3.47, -1.80, -0.29)  -0.22
C (-3.59, -2.00, -1.80)  -0.42
C (-2.16, -1.77, -2.30)  -0.41
H (-1.89, 0.36, -1.93)  0.24
H (-2.81, 0.17, 0.16)  0.43
H (-1.62, -0.96, 0.46)  0.48
H (-4.40, -1.48, 0.18)  0.23
H (-3.11, -2.69, 0.21)  0.23
H (-4.26, -1.26, -2.23)  0.22
H (-3.97, -2.99, -2.05)  0.25
H (-2.11, -1.55, -3.36)  0.25
H (-1.54, -2.65, -2.10)  0.23

Properties
- 2S+1 = 1
- energy above the lowest of the compared OMol25 structures with the same formula, charge and spin (kcal per mole) = 33.47
- DFT total energy (hartree) = -1417.0001
- total charge = +1
- HOMO energy (Eh) = -0.4022



[6]
C5H6N2O2S2 | ωB97M-V/def2-TZVPD

Each line ends with the Mulliken spin population.
CARTESIAN COORDINATES (ANGSTROEM)
C (1.01, -0.59, -2.04)  0.80
C (0.57, -0.62, -0.62)  0.61
C (-0.31, 1.22, -1.59)  -0.02
C (-0.84, 0.56, 0.84)  -0.01
C (-0.08, -0.35, 1.67)  0.04
N (0.46, 0.60, -2.54)  -0.01
N (-0.21, 0.54, -0.43)  0.08
O (1.64, -2.39, 1.01)  0.02
O (1.97, -1.30, -2.60)  0.06
S (-1.07, 2.66, -1.89)  0.29
S (0.33, -1.87, 0.61)  0.15
H (-2.03, 0.23, 0.85)  0.01
H (-0.97, 1.70, 1.04)  0.00
H (1.00, -0.30, 2.04)  -0.01
H (-0.79, -0.72, 2.37)  0.01
H (0.62, 0.94, -3.51)  0.00
H (2.07, -2.19, -2.08)  0.01

Properties
- 2S+1 = 3
- energy above the lowest of the compared OMol25 structures with the same formula, charge and spin (kcal per mole) = 0.00
- DFT total energy (hartree) = -1250.3049
- HOMO energy (alpha / beta) (Eh) = -0.1926 / -0.3330



How do the records compare in molar mass? In the order shown, they have 935.9; 502.6; 650.7; 125.1; 400.8; 190.2 g mol⁻¹.